1.
A cluster of 9 separate species, C51H93BrClIN2O12S in total. Source: OMol25; level of theory: ωB97M-V/def2-TZVPD.

The electronic energy is -6740.7586 Eh. As for the multiplicity: 1. The value obtained for the LUMO energy is -1.93 eV. As for the total charge: 0. As for the HOMO-LUMO gap: 6.0 eV. The calculation puts the largest force on an atom at 0.17132 hartree/bohr.

XYZ file:
```
162
C51H93BrClIN2O12S ωB97M-V/def2-TZVPD
C -1.498 -1.635 -2.136
C -0.631 -0.957 -0.884
C 0.268 0.339 -1.427
Br -0.964 1.923 -1.487
C 1.548 0.553 -0.400
N 1.459 1.608 0.649
N 2.509 1.733 1.505
C 2.342 2.841 2.574
C 1.606 2.276 3.944
C 0.844 3.588 4.636
C 1.955 4.753 4.962
S 1.964 6.194 3.764
O 0.661 6.346 2.923
O 2.051 7.508 4.636
Cl 3.613 6.244 2.468
C 3.810 0.980 1.607
C 4.994 1.192 2.721
C 6.089 2.365 2.349
C 7.301 2.311 3.491
I 9.279 1.824 2.607
C 4.093 -0.208 0.464
C 5.467 -1.103 0.380
C 5.230 -2.728 0.410
C 6.128 -3.378 1.653
C 5.835 -3.359 -0.991
C 2.860 -0.458 -0.639
C 2.891 -1.595 -1.821
O 2.475 -2.860 -1.609
O 3.341 -1.223 -3.180
H -1.801 -0.756 -2.861
H -2.453 -2.189 -1.720
H -0.836 -2.459 -2.655
H 0.074 -1.731 -0.354
H -1.439 -0.621 -0.083
H 0.714 0.055 -2.479
H 1.579 3.635 2.114
H 3.333 3.432 2.771
H 2.327 1.719 4.677
H 0.724 1.571 3.557
H 0.275 3.313 5.633
H 0.002 4.012 3.903
H 1.729 5.191 6.038
H 3.000 4.194 5.058
H 4.500 1.526 3.754
H 5.615 0.223 2.973
H 6.559 2.271 1.279
H 5.560 3.424 2.490
H 7.335 3.287 4.151
H 7.055 1.424 4.236
H 5.952 -0.862 -0.684
H 6.297 -0.790 1.168
H 4.120 -3.021 0.633
H 7.117 -2.743 1.845
H 6.483 -4.473 1.442
H 5.498 -3.283 2.656
H 7.016 -3.506 -0.906
H 5.310 -4.382 -1.287
H 5.689 -2.633 -1.928
C -1.537 9.006 4.658
C -2.531 9.261 5.762
C -3.052 7.870 6.047
O -1.983 6.958 5.758
C -0.952 7.671 5.061
H -0.782 9.789 4.556
H -2.063 8.909 3.700
H -2.012 9.655 6.644
H -3.321 9.965 5.488
H -3.892 7.618 5.392
H -3.370 7.747 7.087
H -0.110 7.799 5.751
H -0.613 7.084 4.203
C 8.945 -7.638 -1.122
C 9.351 -6.532 -2.062
C 8.012 -5.970 -2.487
O 7.111 -6.165 -1.387
C 7.732 -7.045 -0.440
H 9.731 -7.927 -0.419
H 8.654 -8.525 -1.697
H 9.919 -5.771 -1.515
H 9.958 -6.872 -2.905
H 7.608 -6.512 -3.349
H 8.063 -4.907 -2.736
H 8.020 -6.447 0.432
H 7.016 -7.806 -0.119
C 4.549 -11.481 -0.609
C 4.467 -11.900 0.836
C 5.927 -11.986 1.224
O 6.628 -11.021 0.427
C 5.745 -10.554 -0.603
H 3.640 -11.001 -0.979
H 4.756 -12.355 -1.238
H 3.971 -11.117 1.422
H 3.928 -12.837 0.993
H 6.342 -12.974 0.994
H 6.093 -11.777 2.285
H 5.451 -9.529 -0.351
H 6.271 -10.541 -1.562
C -5.959 0.317 -4.336
C -6.112 0.589 -2.862
C -5.094 -0.354 -2.259
O -4.037 -0.493 -3.218
C -4.471 0.075 -4.461
H -6.314 1.132 -4.972
H -6.510 -0.592 -4.605
H -5.835 1.627 -2.645
H -7.125 0.420 -2.486
H -5.524 -1.347 -2.088
H -4.687 0.018 -1.314
H -3.927 1.015 -4.606
H -4.223 -0.602 -5.283
C -0.827 12.243 8.684
C 0.133 11.194 8.186
C 1.385 11.510 8.974
O 0.960 12.063 10.227
C -0.442 12.357 10.143
H -1.878 11.981 8.541
H -0.637 13.194 8.172
H -0.236 10.197 8.454
H 0.291 11.220 7.105
H 1.995 12.264 8.466
H 2.002 10.625 9.153
H -0.975 11.620 10.753
H -0.634 13.353 10.551
C -8.056 5.198 -1.124
C -7.037 4.977 -0.036
C -6.674 3.521 -0.234
O -6.826 3.241 -1.632
C -7.513 4.339 -2.246
H -8.174 6.247 -1.409
H -9.032 4.818 -0.801
H -6.159 5.609 -0.216
H -7.412 5.191 0.968
H -7.356 2.864 0.315
H -5.649 3.299 0.078
H -6.787 4.891 -2.852
H -8.301 3.961 -2.903
C -6.009 -5.005 -3.746
C -6.839 -5.694 -4.798
C -7.664 -4.552 -5.349
O -6.870 -3.364 -5.219
C -5.742 -3.659 -4.384
H -5.094 -5.542 -3.486
H -6.602 -4.875 -2.832
H -6.185 -6.094 -5.582
H -7.449 -6.513 -4.411
H -8.580 -4.407 -4.767
H -7.937 -4.699 -6.398
H -4.853 -3.692 -5.023
H -5.612 -2.863 -3.645
C -6.584 -4.081 -10.541
C -7.501 -5.228 -10.880
C -6.789 -6.401 -10.243
O -6.088 -5.892 -9.100
C -6.101 -4.459 -9.158
H -7.074 -3.104 -10.570
H -5.740 -4.062 -11.240
H -8.476 -5.078 -10.401
H -7.664 -5.359 -11.953
H -6.048 -6.834 -10.924
H -7.478 -7.191 -9.931
H -6.790 -4.100 -8.386
H -5.102 -4.072 -8.942
```

=====

2.
A cluster of 3 separate species, C3H2I2O in total. Source: OMol25; level of theory: ωB97M-V/def2-TZVPD.

The electronic energy is -786.0340 Eh. As for the multiplicity: 1. The value obtained for the LUMO energy is 0.19 eV. As for the total charge: 0. The energy above the lowest of the compared OMol25 structures with the same formula, charge and spin is 37.55 kcal per mole. As for the HOMO-LUMO gap: 9.8 eV. The calculation puts the largest force on an atom at 0.09605 hartree/bohr.

XYZ file:
```
8
C3H2I2O ωB97M-V/def2-TZVPD
C 2.657 0.102 -0.314
C 1.711 0.720 -0.788
C -0.054 -0.777 2.218
O 0.470 -0.424 3.156
I 0.108 1.775 -1.420
I -3.673 0.070 -1.220
H 3.480 -0.450 -0.109
H -4.699 -1.015 -1.523
```

=====

3.
The ion C9H12ClNP with charge +1. Source: OMol25; level of theory: ωB97M-V/def2-TZVPD.

The electronic energy is -1206.0944 Eh. As for the multiplicity: 1. The value obtained for the LUMO energy is -4.42 eV. As for the total charge: +1. The energy above the lowest of the compared OMol25 structures with the same formula, charge and spin is 50.14 kcal per mole. As for the HOMO-LUMO gap: 8.0 eV. The structure (SMILES) is Cl[P@H]1=C[NH2+]CCc2ccccc21. The calculation puts the largest force on an atom at 0.08500 hartree/bohr.

XYZ file:
```
24
C9H12ClNP ωB97M-V/def2-TZVPD
C -2.599 -1.727 -0.231
C -1.636 -2.634 0.161
C -2.105 -0.484 -0.651
C -0.314 -2.298 0.030
C -0.804 -0.149 -0.752
C 0.198 -1.046 -0.404
C -0.508 1.324 -0.896
C -0.018 2.104 0.392
C 1.927 0.813 1.007
N 1.512 2.116 0.433
P 1.822 -0.737 0.256
Cl 3.905 -1.159 -0.603
H -3.584 -2.061 -0.242
H -1.909 -3.604 0.497
H -2.719 0.283 -0.927
H 0.434 -3.063 0.337
H 0.017 1.475 -1.874
H -1.491 1.787 -1.058
H -0.340 3.121 0.174
H -0.446 1.695 1.248
H 3.070 0.730 1.243
H 1.895 2.289 -0.493
H 1.962 2.784 1.036
H 1.731 -1.559 1.320
```